Run w
ORCA calculation (ωB97M-V/def2-TZVPD) on 5 unconnected molecules or ions with the total composition C8H27O5.

Last column: natural (NBO) charge in e.
Cartesian coordinates (Å):
O -0.89 -0.95 -0.58  -0.8206
H -1.69 -1.17 0.07  0.5556
H -0.21 -1.14 -0.03  0.5484
H -1.08 0.05 -0.87  0.5908
C 1.33 -3.20 -0.40  -0.6837
C 1.79 -2.86 1.00  -0.0885
O 0.86 -1.83 1.49  -0.7914
H 2.00 -4.01 -0.69  0.2438
H 1.49 -2.62 -1.29  0.2285
H 0.24 -3.61 -0.51  0.2137
H 2.84 -2.43 0.77  0.1959
H 1.60 -3.67 1.75  0.2088
H 1.09 -1.70 2.44  0.4876
C -0.91 1.89 -2.84  -0.7096
C -2.09 2.23 -2.02  -0.0763
O -2.30 1.44 -0.85  -0.7956
H -0.73 0.79 -3.31  0.2424
H -0.19 2.31 -2.04  0.2401
H -0.60 2.56 -3.68  0.2705
H -3.06 2.15 -2.67  0.1595
H -2.30 3.34 -1.62  0.1955
H -2.99 1.77 -0.19  0.5132
C 3.45 1.59 -0.84  -0.6322
C 2.60 0.50 -0.49  -0.0676
O 1.32 0.94 -0.24  -0.7341
H 3.72 2.32 0.04  0.2015
H 3.19 2.13 -1.61  0.2123
H 4.43 1.25 -1.01  0.2283
H 2.82 0.06 0.57  0.1469
H 2.73 -0.38 -1.08  0.1885
H 1.40 1.50 0.44  0.4625
C -1.29 0.38 2.65  -0.6499
C -2.75 0.12 2.15  -0.0478
O -2.81 -0.93 1.33  -0.7244
H -0.64 0.91 2.12  0.2099
H -0.81 -0.60 2.88  0.2213
H -1.18 1.01 3.62  0.2396
H -3.30 0.82 1.55  0.1369
H -3.38 0.05 2.98  0.1834
H -3.70 -1.02 1.03  0.4965

Computed properties:
Frontier orbital gap (eV): 10.509
HOMO level (eV): -13.034
Total charge: +1

Run x
ORCA calculation (ωB97M-V/def2-TZVPD) on 5 unconnected molecules or ions with the total composition C8H27O5.

Last column: natural (NBO) charge in e.
Cartesian coordinates (Å):
O -32.67 -2.23 48.63  -0.7544
H -31.93 -2.00 48.16  0.5599
H -32.48 -2.13 49.54  0.5703
H -33.40 -2.10 48.19  0.5578
C -36.07 -1.12 49.02  -0.2485
O -35.31 -1.45 47.82  -0.7853
H -37.22 -1.28 48.89  0.2066
H -35.67 -0.29 49.33  0.1724
H -35.83 -1.84 49.86  0.1711
H -35.99 -1.54 47.12  0.4952
C -32.75 0.25 51.24  -0.2874
O -32.65 -1.16 51.20  -0.7649
H -33.85 0.76 50.80  0.1541
H -32.24 1.07 50.70  0.2190
H -32.42 0.64 52.11  0.1925
H -32.58 -1.48 52.11  0.5102
C -31.55 -2.51 45.44  -0.6555
C -32.64 -1.49 45.22  0.0902
C -34.08 -2.00 44.86  -0.6538
O -32.87 -0.83 46.38  -0.7790
H -31.13 -2.75 44.38  0.2471
H -31.67 -3.39 45.99  0.2117
H -30.72 -2.03 46.05  0.2113
H -32.19 -0.58 44.59  0.1792
H -34.82 -1.15 44.46  0.2184
H -34.60 -2.46 45.71  0.2074
H -34.06 -2.76 44.02  0.2310
H -33.69 -0.17 46.30  0.4966
C -28.92 -0.68 50.31  -0.6010
C -29.18 -1.73 49.10  0.0916
C -29.71 -3.07 49.55  -0.6309
O -30.27 -1.03 48.42  -0.7773
H -29.90 -0.36 50.79  0.2045
H -28.47 0.28 49.94  0.2149
H -28.27 -0.96 50.97  0.1973
H -28.26 -1.93 48.47  0.1978
H -30.29 -3.45 48.84  0.1961
H -30.29 -3.01 50.42  0.2025
H -28.83 -3.80 49.89  0.2414
H -29.97 -0.53 47.72  0.4898

Computed properties:
Frontier orbital gap (eV): 10.653
HOMO level (eV): -13.048
Total charge: +1

Verdict on stability: run w comes out on top.

Run w
ORCA calculation (ωB97M-V/def2-TZVPD) on a molecular structure, C23H32N4O3.

Last column: natural (NBO) charge in e.
Cartesian coordinates (Å):
C 3.53 -1.53 3.25  -0.2382
O 2.24 -2.08 2.93  -0.5261
C 1.80 -3.24 3.61  0.3539
C 2.74 -3.89 4.62  -0.2815
C 2.46 -5.14 5.18  -0.2036
C 1.16 -5.60 5.08  -0.2625
C 0.42 -4.93 4.21  -0.1328
C 0.66 -3.98 3.34  -0.1302
C -0.20 -3.31 2.35  -0.4474
H 0.48 -2.80 1.53  0.2488
H -1.08 -3.97 2.04  0.2437
C -1.04 -2.20 3.04  -0.2894
C -1.58 -1.31 1.85  0.6518
O -3.05 -1.39 1.86  -0.7820
N -1.06 -0.50 1.11  -0.4218
C 0.40 -0.07 1.36  -0.2098
H 0.88 -0.22 2.21  0.2304
C 0.66 1.38 0.91  -0.3304
H 1.53 1.57 0.86  0.1867
H -0.02 2.05 1.60  0.2026
C 0.21 1.49 -0.64  -0.0639
N 1.26 1.42 -1.29  -0.1624
C 1.30 1.71 -2.76  0.2518
C 2.59 1.29 -3.09  -0.3005
C 3.04 0.43 -2.26  -0.0670
N 2.37 0.80 -1.15  -0.2758
H 4.34 0.18 -2.08  0.2151
H 2.86 1.25 -4.28  0.1931
N 0.46 2.34 -3.45  -0.6516
C -0.23 3.54 -3.25  0.7207
O -0.22 4.01 -2.24  -0.5557
C -1.23 3.75 -4.39  -0.5174
C -2.58 3.04 -4.23  -0.1921
C -3.28 3.23 -5.48  -0.6201
H -4.25 2.65 -5.37  0.2064
H -3.10 2.98 -6.34  0.2117
H -3.70 4.18 -5.67  0.2138
C -3.32 3.55 -2.78  -0.5549
H -2.70 3.29 -2.05  0.1939
H -4.23 2.64 -2.65  0.1971
H -3.64 4.55 -2.98  0.2169
H -2.29 2.03 -3.93  0.1937
H -1.45 4.88 -4.09  0.2172
H -0.66 3.76 -5.29  0.2238
H 0.30 1.84 -4.48  0.3948
C -0.92 0.74 -1.16  -0.4360
C -1.74 0.42 0.12  -0.2076
H -2.12 1.38 0.50  0.2092
H -2.77 -0.38 -0.18  0.2776
H -0.56 -0.35 -1.27  0.2094
H -1.61 1.06 -1.86  0.2349
H -0.18 2.60 -0.77  0.2494
H 0.80 -0.73 0.35  0.1982
H -1.63 -2.33 3.72  0.1854
H -0.25 -1.22 3.54  0.1461
H -0.79 -5.28 3.93  0.1802
H 0.79 -6.57 5.48  0.2287
H 2.93 -5.53 6.17  0.2197
H 3.58 -3.48 4.95  0.2001
H 4.31 -2.04 3.08  0.1699
H 3.66 -0.81 2.41  0.2032
H 3.68 -1.15 4.27  0.1806

Computed properties:
Frontier orbital gap (eV): 8.410
HOMO level (eV): -8.016

Run x
ORCA calculation (ωB97M-V/def2-TZVPD) on a molecular structure, C23H32N4O3.

Last column: natural (NBO) charge in e.
Cartesian coordinates (Å):
C -2.13 -4.15 -0.77  -0.2799
H -1.84 -4.72 0.06  0.1979
O -1.68 -2.70 -0.73  -0.4907
C -0.49 -2.49 -0.41  0.3137
C 0.49 -3.59 -0.40  -0.3453
C 1.71 -3.14 0.10  -0.1808
C 2.00 -1.85 0.42  -0.1798
C 1.07 -0.75 0.01  -0.1781
C -0.28 -1.08 -0.28  0.2420
O -1.00 -0.07 -0.32  -0.5161
C -2.51 0.09 -0.35  0.1526
C -3.07 1.37 -0.84  -0.4830
C -4.47 1.10 -0.85  -0.2319
N -4.95 1.02 0.62  -0.4266
C -4.59 -0.44 0.79  -0.2594
C -3.12 -0.54 1.11  -0.3950
H -2.71 -1.68 1.31  0.2240
H -2.72 0.13 1.82  0.2121
H -4.89 -0.57 1.82  0.2036
H -4.97 -1.11 0.29  0.1697
C -6.42 1.23 0.76  -0.0286
C -6.69 2.84 1.12  -0.5892
H -5.79 3.29 1.63  0.2262
H -6.61 3.28 0.16  0.1948
H -7.53 3.13 1.18  0.1859
C -7.29 0.66 -0.17  -0.6907
H -8.37 0.64 0.18  0.2405
H -7.21 1.25 -1.17  0.2243
H -7.31 -0.47 -0.13  0.2319
H -6.55 0.76 1.90  0.1885
H -4.83 2.40 -1.04  0.1750
H -4.88 0.56 -1.64  0.2137
H -2.56 2.03 0.02  0.2265
H -2.60 1.43 -1.74  0.2324
H -2.79 -0.90 -1.13  0.1792
H 1.33 0.49 0.28  0.2126
C 3.54 -1.36 0.35  0.7090
O 4.44 -1.99 0.36  -0.5610
N 3.66 -0.22 1.32  -0.7372
H 2.76 0.40 1.66  0.4125
C 5.05 0.32 1.60  -0.0076
C 4.75 1.49 2.79  -0.6132
H 4.40 0.92 3.49  0.1989
H 5.82 1.68 2.79  0.2156
H 4.13 2.30 2.18  0.2518
H 5.86 -0.45 1.67  0.2239
C 5.47 0.93 0.13  -0.4971
C 4.33 1.50 -0.55  0.2591
N 3.68 2.83 -0.15  -0.4469
C 2.43 3.30 -0.56  -0.0301
C 2.02 2.69 -1.78  0.0232
N 2.55 1.61 -2.33  -0.3587
C 3.80 1.13 -1.82  -0.0570
H 4.10 0.10 -2.07  0.1937
H 1.22 2.96 -2.08  0.1519
H 2.19 4.21 0.06  0.2338
H 6.11 1.74 0.22  0.2305
H 5.72 0.27 -0.50  0.2130
H 2.56 -3.71 0.14  0.2117
H 0.38 -4.47 -0.11  0.1988
H -3.18 -4.22 -1.16  0.2125
H -1.59 -4.62 -1.60  0.1966

Computed properties:
Frontier orbital gap (eV): 7.754
HOMO level (eV): -7.491

Verdict on stability: run x comes out on top.